Entry 1:
H18NO7 | the ωB97M-V functional and the def2-TZVPD basis

CARTESIAN COORDINATES (ANGSTROEM)
N: 1.0843 0.3579 -0.3231
H: 0.9509 0.8276 -1.2268
H: 1.7458 -0.3641 -0.4418
H: 0.2043 0.0364 0.0001
H: 1.4061 1.0808 0.3555
O: -2.0954 1.5485 -0.8199
H: -1.6160 1.1630 -1.4954
H: -2.8856 1.0068 -0.6547
O: 1.8625 0.5886 2.6492
H: 2.6313 0.8730 3.0852
H: 1.9669 -0.3579 2.7143
O: -1.2869 0.4680 2.3093
H: -2.0501 0.4689 1.7738
H: -1.2584 -0.4249 2.5962
O: -0.7296 0.1207 -2.7711
H: -1.2475 0.1541 -3.5415
H: -0.4637 -0.7927 -2.7586
O: 3.0562 -3.2299 -1.5027
H: 2.6009 -3.0791 -0.6901
H: 3.8128 -2.6676 -1.6177
O: -1.5446 -1.9205 -0.8251
H: -1.9326 -2.5054 -0.2043
H: -1.9596 -2.2187 -1.6262
O: -0.4732 3.0802 1.4803
H: -1.3267 3.4273 1.4100
H: -0.4522 2.3590 2.1250

Properties
Energy above the lowest of the compared OMol25 structures with the same formula, charge and spin in kJ/mol: 285.20
HOMO-LUMO gap in eV: 10.03
DFT total energy in eV: -16108.4201
Total charge: +1

These are the Löwdin partial charges, in e, on atoms 1 to 8:
1. N 0.35
2. H 0.14
3. H 0.12
4. H 0.09
5. H 0.14
6. O -0.03
7. H -0.07
8. H 0.06

***

Entry 2:
H18NeO9 | the ωB97M-V functional and the def2-TZVPD basis

CARTESIAN COORDINATES (ANGSTROEM)
Ne: -0.1725 0.1300 -0.2599
O: 2.3347 -0.3994 -2.3700
H: 3.0676 -0.9903 -2.1970
H: 2.2670 0.1367 -1.5799
O: -1.3711 -3.3293 -0.0651
H: -1.8104 -2.4845 0.0329
H: -1.7688 -3.8857 0.6046
O: 0.3196 4.4686 1.1446
H: 0.3580 3.5379 1.3650
H: -0.4319 4.5453 0.5568
O: -3.0929 -1.0025 0.3408
H: -3.9258 -0.9874 0.8122
H: -3.2624 -0.5091 -0.4618
O: 1.5842 -3.7244 0.1577
H: 0.6361 -3.6157 0.0832
H: 1.7557 -4.5923 -0.2078
O: 2.6353 1.4753 -0.0179
H: 1.9895 1.9219 0.5296
H: 3.4686 1.8881 0.2088
O: -1.5636 0.0295 2.5377
H: -1.9725 -0.4701 3.2443
H: -2.0123 -0.2647 1.7450
O: 0.0787 1.5035 -4.3619
H: -0.8774 1.5144 -4.4069
H: 0.2933 0.6320 -4.0293
O: 0.4538 1.8020 1.9650
H: -0.0642 0.9972 1.9551
H: 1.0836 1.6732 2.6743

Properties
Energy above the lowest of the compared OMol25 structures with the same formula, charge and spin in kJ/mol: 40.30
HOMO-LUMO gap in eV: 10.23
DFT total energy in eV: -22228.8717
Total charge: 0

These are the Löwdin partial charges, in e, on atoms 1 to 8:
1. Ne 0.06
2. O -0.06
3. H 0.03
4. H -0.02
5. O -0.04
6. H -0.01
7. H 0.05
8. O -0.06

***

Entry 3:
H18O9 | the ωB97M-V functional and the def2-TZVPD basis

CARTESIAN COORDINATES (ANGSTROEM)
O: -2.8106 -0.9307 1.0802
H: -2.2402 -0.1435 1.1338
H: -3.6395 -0.4382 1.0311
O: 0.4038 1.6782 -3.3311
H: 0.6638 1.0567 -2.6461
H: 1.1108 2.1311 -3.7906
O: 1.2448 -1.0844 2.9940
H: 1.2219 -1.7346 3.7153
H: 0.3732 -1.3806 2.6692
O: -0.3918 -3.0830 0.7436
H: -0.4180 -2.3448 1.3814
H: 0.5285 -3.3618 0.7115
O: 0.5589 3.9817 -2.1079
H: -0.0385 3.2315 -2.2717
H: 1.1413 3.6117 -1.4366
O: 1.1815 0.2527 -0.8515
H: 0.2434 0.5028 -0.8845
H: 1.0449 -0.6782 -0.6183
O: -1.9091 1.7494 0.0512
H: -2.3500 2.2430 -0.6496
H: -2.1163 2.2560 0.8448
O: -1.4181 -2.1991 2.9800
H: -1.5573 -3.1470 3.0036
H: -1.8545 -1.7269 2.2425
O: 4.0203 -0.2918 -1.8150
H: 3.3115 0.2658 -1.4643
H: 3.6950 -0.4161 -2.7150

Properties
Energy above the lowest of the compared OMol25 structures with the same formula, charge and spin in kJ/mol: 284.06
HOMO-LUMO gap in eV: 10.68
DFT total energy in eV: -18719.1915
Total charge: 0

These are the Löwdin partial charges, in e, on atoms 1 to 8:
1. O -0.04
2. H 0.04
3. H 0.07
4. O -0.06
5. H 0.00
6. H 0.06
7. O -0.07
8. H 0.04

***

Entry 4:
H18O9 | the ωB97M-V functional and the def2-TZVPD basis

CARTESIAN COORDINATES (ANGSTROEM)
H: -0.1514 0.3780 0.8701
H: 0.6889 -0.7946 0.3918
H: 1.8221 -1.5705 3.5347
H: 0.5820 -0.9898 2.8752
H: 4.3480 0.3310 -1.8618
H: 3.7932 1.5575 -2.5674
H: -3.1284 0.7700 0.8599
H: -3.3993 1.5073 2.1611
H: -0.1059 -2.3823 -1.0083
H: -0.1679 -1.1797 -1.9357
H: 1.0668 1.4593 0.9013
H: 1.0863 2.9726 1.0409
H: -1.7160 3.0285 -1.1924
H: -3.1966 3.2593 -1.4468
H: -3.6196 -2.9437 -2.3606
H: -3.7083 -2.6230 -0.8776
H: 3.3247 -1.5183 0.8523
H: 3.9362 -0.5347 -0.1320
O: -0.2052 -0.4364 0.3574
O: 0.8594 -1.5844 3.5812
O: 3.5597 0.6587 -2.3093
O: -2.9315 1.5922 1.3226
O: -0.4008 -1.4654 -1.0452
O: 0.8438 2.2690 0.4284
O: -2.5884 2.8339 -0.8318
O: -3.9340 -3.3023 -1.5230
O: 3.3421 -1.2922 -0.0845

Properties
Energy above the lowest of the compared OMol25 structures with the same formula, charge and spin in kJ/mol: 622.17
HOMO-LUMO gap in eV: 8.85
DFT total energy in eV: -18715.6872
Total charge: 0

These are the Löwdin partial charges, in e, on atoms 1 to 8:
1. H 0.01
2. H 0.05
3. H 0.03
4. H 0.01
5. H 0.02
6. H 0.04
7. H 0.03
8. H 0.04

***

Entry 5:
H18O9 | the ωB97M-V functional and the def2-TZVPD basis

CARTESIAN COORDINATES (ANGSTROEM)
O: -0.7890 0.7507 -0.5557
H: -1.2691 0.0811 -0.0556
H: 0.0602 0.3366 -0.7468
O: 5.0466 -0.7511 -1.4058
H: 4.1679 -1.1161 -1.5592
H: 5.3274 -0.4426 -2.2748
O: -1.2604 4.2224 1.3404
H: -1.7722 4.7853 0.7487
H: -0.3952 4.1651 0.9195
O: -3.0561 -3.0904 -0.2592
H: -3.2416 -2.1446 -0.2633
H: -3.8265 -3.4785 0.1708
O: 1.7395 2.9138 0.1031
H: 1.9837 3.5063 -0.6168
H: 0.8852 2.5576 -0.1658
O: 3.3523 0.6034 1.1162
H: 2.4280 0.3330 1.1571
H: 3.4425 0.9987 0.2419
O: -4.9921 1.1034 -0.9364
H: -5.2726 0.1827 -0.9870
H: -5.6040 1.5674 -1.5189
O: 0.0453 -3.3314 2.3423
H: 0.7201 -4.0134 2.4343
H: -0.0422 -2.9668 3.2302
O: 0.5564 -2.0150 -1.0433
H: 0.3756 -2.3159 -0.1457
H: 1.3901 -2.4420 -1.2704

Properties
Energy above the lowest of the compared OMol25 structures with the same formula, charge and spin in kJ/mol: 285.52
HOMO-LUMO gap in eV: 10.86
DFT total energy in eV: -18719.1763
Total charge: 0

These are the Löwdin partial charges, in e, on atoms 1 to 8:
1. O -0.05
2. H 0.03
3. H 0.01
4. O -0.05
5. H 0.02
6. H 0.04
7. O -0.06
8. H 0.03

***

Entry 6:
H18O9 | the ωB97M-V functional and the def2-TZVPD basis

CARTESIAN COORDINATES (ANGSTROEM)
O: -2.0946 -1.5455 0.2417
H: -1.4977 -1.5106 1.0131
H: -1.5240 -1.8202 -0.5230
O: -0.1819 -1.1374 2.0566
H: -0.3435 -0.1718 1.9058
H: -0.3161 -1.3237 3.0049
O: -0.1383 -1.6927 -1.7444
H: -0.1362 -0.7002 -1.9513
H: -0.2015 -2.1858 -2.5751
O: -2.6154 1.0390 -0.3370
H: -2.5745 0.0486 -0.0810
H: -3.5491 1.2962 -0.4615
O: -0.4132 0.9004 -2.0195
H: 0.1992 1.4142 -1.4878
H: -1.2511 1.0882 -1.5548
O: -0.7629 1.4816 1.7107
H: -1.5507 1.5799 1.1185
H: -0.0416 1.8557 1.1469
O: 1.2344 2.1486 -0.1341
H: 2.0342 1.4948 -0.1014
H: 1.5706 3.0557 -0.2561
O: 1.8826 -1.9085 0.1915
H: 1.2295 -1.7138 0.8804
H: 1.3117 -2.0802 -0.5830
O: 3.1642 0.4236 -0.0804
H: 2.7126 -0.4750 -0.0222
H: 3.8534 0.4385 0.6423

Properties
Energy above the lowest of the compared OMol25 structures with the same formula, charge and spin in kJ/mol: 0.14
HOMO-LUMO gap in eV: 11.67
DFT total energy in eV: -18722.1341
Total charge: 0

These are the Löwdin partial charges, in e, on atoms 1 to 8:
1. O -0.08
2. H 0.00
3. H 0.04
4. O -0.08
5. H 0.02
6. H 0.09
7. O -0.10
8. H 0.03

***

Entry 7:
H18O9 | the ωB97M-V functional and the def2-TZVPD basis

CARTESIAN COORDINATES (ANGSTROEM)
O: -0.1100 -1.2877 0.1007
H: -0.9519 -1.3735 0.4808
H: 0.1257 -0.3473 0.0397
O: 2.8589 2.4747 -0.4739
H: 2.8126 2.8571 -1.4090
H: 3.4945 2.9375 0.0844
O: -2.4388 -0.4009 -1.2085
H: -2.0844 0.4001 -1.5677
H: -3.3003 -0.5944 -1.6504
O: 2.1446 -3.0353 0.1680
H: 3.0714 -3.3096 0.3077
H: 1.5823 -3.7058 0.5642
O: 0.8556 -1.1321 2.2620
H: 0.1049 -1.7578 2.0528
H: 1.0219 -0.7516 1.4111
O: 3.6848 -1.2261 -1.2744
H: 3.8586 -0.8626 -2.1420
H: 3.7399 -0.5185 -0.5634
O: -1.1608 2.4352 1.8599
H: -1.0542 1.7279 2.5227
H: -1.7325 3.0755 2.2187
O: -0.1392 3.1438 -0.9364
H: 0.1205 3.8031 -0.3784
H: -0.4460 2.4753 -0.2548
O: -5.6421 -1.0817 -0.6349
H: -5.8393 -1.5182 0.2329
H: -4.9481 -1.6557 -0.8495

Properties
Energy above the lowest of the compared OMol25 structures with the same formula, charge and spin in kJ/mol: 421.85
HOMO-LUMO gap in eV: 10.48
DFT total energy in eV: -18717.7634
Total charge: 0

These are the Löwdin partial charges, in e, on atoms 1 to 8:
1. O -0.06
2. H 0.01
3. H 0.07
4. O -0.09
5. H 0.08
6. H 0.03
7. O -0.05
8. H 0.03

***

Entry 8:
H18O9 | the ωB97M-V functional and the def2-TZVPD basis

CARTESIAN COORDINATES (ANGSTROEM)
O: 46.1720 11.9770 17.6230
H: 45.6440 12.4390 18.2240
H: 46.2670 12.6590 16.9840
O: 45.7360 15.9720 12.3140
H: 45.5280 14.9600 12.5080
H: 46.0750 15.8500 11.4910
O: 47.2470 13.1690 14.7180
H: 46.4300 12.8140 14.3470
H: 47.1460 13.9250 15.2450
O: 45.2300 10.4140 14.8510
H: 45.6570 10.5590 13.9840
H: 44.3690 10.9730 14.9330
O: 46.2820 14.8630 16.8550
H: 47.0700 15.2990 16.8000
H: 46.4080 14.7380 17.7470
O: 49.8980 13.6390 12.9240
H: 49.7050 14.4530 13.2190
H: 49.1400 13.1690 12.6450
O: 50.7780 11.9200 14.8680
H: 49.9730 11.2990 15.1880
H: 50.1180 12.5550 14.4250
O: 46.1790 10.8780 12.4550
H: 45.7280 11.3120 11.7040
H: 47.1760 11.1030 12.4750
O: 44.2320 13.6380 13.0460
H: 43.3740 13.7640 13.4650
H: 44.3370 13.0270 12.3850

Properties
Energy above the lowest of the compared OMol25 structures with the same formula, charge and spin in kJ/mol: 462.55
HOMO-LUMO gap in eV: 9.88
DFT total energy in eV: -18717.3415
Total charge: 0

These are the Löwdin partial charges, in e, on atoms 1 to 8:
1. O -0.01
2. H 0.00
3. H -0.03
4. O -0.07
5. H 0.06
6. H -0.05
7. O -0.02
8. H 0.01

***

Entry 9:
H18O9 | the ωB97M-V functional and the def2-TZVPD basis

CARTESIAN COORDINATES (ANGSTROEM)
O: 20.7170 -12.1380 7.6830
H: 20.1940 -12.4260 8.4310
H: 21.5230 -11.7370 7.9750
O: 19.6190 -10.1990 2.4950
H: 20.3350 -9.5560 2.4270
H: 19.6210 -10.4100 3.4290
O: 19.4450 -14.6960 6.6540
H: 20.1290 -14.1210 6.9020
H: 18.8240 -15.0020 7.3400
O: 20.1670 -11.4720 4.8880
H: 20.9100 -11.9480 4.5770
H: 20.3220 -11.4240 5.8190
O: 18.4950 -8.8850 6.4640
H: 18.2490 -9.6930 6.9350
H: 17.6530 -8.5070 6.3450
O: 17.7350 -12.5990 2.7170
H: 17.2360 -12.6210 1.8790
H: 18.3580 -11.9390 2.5740
O: 22.4630 -9.4820 4.0200
H: 21.5690 -9.1100 4.0680
H: 22.2930 -10.3580 3.6780
O: 20.3880 -14.0390 3.6210
H: 20.3290 -14.3420 4.4900
H: 19.5710 -13.5360 3.5690
O: 22.1240 -12.1110 2.6850
H: 21.7970 -11.7960 1.8290
H: 21.6120 -12.8820 2.7620

Properties
Energy above the lowest of the compared OMol25 structures with the same formula, charge and spin in kJ/mol: 217.45
HOMO-LUMO gap in eV: 10.78
DFT total energy in eV: -18719.8817
Total charge: 0

These are the Löwdin partial charges, in e, on atoms 1 to 8:
1. O -0.02
2. H 0.06
3. H 0.06
4. O -0.05
5. H 0.04
6. H -0.01
7. O -0.03
8. H -0.03

***

Entry 10:
H18O9 | the ωB97M-V functional and the def2-TZVPD basis

CARTESIAN COORDINATES (ANGSTROEM)
O: -0.7148 0.5227 0.0018
H: 0.1885 0.0386 0.0902
H: -1.1288 0.0453 0.7718
O: -1.4450 -0.8306 2.2500
H: -2.2507 -0.6533 2.7278
H: -1.1927 -1.7664 2.5596
O: 2.6652 2.8694 0.8762
H: 3.2851 2.8251 0.1110
H: 1.7726 2.5935 0.6454
O: -2.4798 0.0534 -1.8285
H: -2.7962 0.8779 -1.4311
H: -2.9078 -0.1910 -2.7050
O: -0.4984 -3.2835 -0.0867
H: 0.4406 -3.1612 -0.2930
H: -0.7487 -4.1026 -0.3368
O: -0.0457 3.4697 -0.0046
H: -0.9006 3.7997 -0.2677
H: 0.4613 3.5297 -0.8446
O: 2.7280 0.0653 -0.7983
H: 3.7055 0.0623 -0.6628
H: 2.5464 -0.0332 -1.7318
O: 3.3385 -2.6408 0.0169
H: 4.1115 -2.2591 0.4039
H: 2.9598 -1.9570 -0.6733
O: -3.8648 0.3618 0.1636
H: -3.9891 -0.5419 0.0998
H: -3.2399 0.3062 0.9462

Properties
Energy above the lowest of the compared OMol25 structures with the same formula, charge and spin in kJ/mol: 419.15
HOMO-LUMO gap in eV: 9.68
DFT total energy in eV: -18717.7913
Total charge: 0

These are the Löwdin partial charges, in e, on atoms 1 to 8:
1. O -0.13
2. H 0.07
3. H -0.02
4. O -0.06
5. H 0.04
6. H 0.11
7. O -0.08
8. H 0.04

***

Entry 11:
H18O9 | the ωB97M-V functional and the def2-TZVPD basis

CARTESIAN COORDINATES (ANGSTROEM)
O: 0.6264 -0.3767 -0.5599
H: 0.2688 -0.3692 0.3351
H: -0.1535 -0.3328 -1.1245
O: -2.2039 -4.0283 -2.0352
H: -2.4672 -3.1244 -1.8289
H: -1.4650 -4.1990 -1.4403
O: -2.3397 3.6059 1.4887
H: -1.3936 3.4647 1.3705
H: -2.4565 3.6231 2.4453
O: 2.2923 1.4448 0.3666
H: 3.1408 1.7151 -0.0022
H: 1.7271 2.2158 0.2441
O: 3.9940 -2.0257 0.7334
H: 4.6794 -2.0139 1.4110
H: 4.3543 -2.5966 0.0454
O: 0.2898 -2.5108 -0.3393
H: -0.4808 -1.9336 -0.3826
H: -0.0733 -3.3687 -0.0922
O: -1.0819 2.5317 -2.1450
H: -1.6878 1.8477 -1.8384
H: -1.3333 2.6725 -3.0647
O: -1.2617 0.0977 2.3163
H: -1.0746 -0.2324 1.4303
H: -0.4519 -0.0789 2.8083
O: -0.3692 1.1361 -0.3760
H: 0.1718 1.3833 0.3823
H: -1.2507 1.4526 -0.1484

Properties
Energy above the lowest of the compared OMol25 structures with the same formula, charge and spin in kJ/mol: 779.20
HOMO-LUMO gap in eV: 8.20
DFT total energy in eV: -18714.0597
Total charge: 0

These are the Löwdin partial charges, in e, on atoms 1 to 8:
1. O -0.13
2. H 0.03
3. H 0.07
4. O -0.05
5. H 0.03
6. H 0.01
7. O -0.06
8. H 0.02

***

Entry 12:
H18O9 | the ωB97M-V functional and the def2-TZVPD basis

CARTESIAN COORDINATES (ANGSTROEM)
O: -0.2586 0.2925 -0.8103
H: -0.2893 0.6396 0.0541
H: -0.2405 -0.6759 -0.6623
O: -2.4912 -2.5386 0.6281
H: -1.5841 -2.8199 0.5131
H: -2.8510 -3.1107 1.3364
O: 0.2685 2.6629 -1.4269
H: 0.6372 3.3449 -0.8436
H: 0.9614 1.9324 -1.2863
O: 0.7970 2.4591 3.3089
H: 0.1694 2.8480 3.8030
H: 1.4910 3.1145 3.1021
O: 2.1880 -2.0469 2.0413
H: 2.1365 -2.3866 2.9299
H: 2.0219 -2.8418 1.6249
O: 1.1419 -0.0344 -2.6738
H: 1.4258 -0.7173 -2.0478
H: 0.2349 0.1428 -2.5722
O: -1.8782 -1.0779 1.5763
H: -1.9232 -0.4403 0.8985
H: -2.5776 -0.8450 2.1925
O: 1.7376 -3.9808 -2.8412
H: 1.0163 -4.4223 -2.4203
H: 1.6507 -3.0129 -2.6628
O: -1.5339 4.3927 -0.3101
H: -0.5731 4.4008 -0.4360
H: -1.4748 3.8209 0.5381

Properties
Energy above the lowest of the compared OMol25 structures with the same formula, charge and spin in kJ/mol: 707.30
HOMO-LUMO gap in eV: 8.10
DFT total energy in eV: -18714.8048
Total charge: 0

These are the Löwdin partial charges, in e, on atoms 1 to 8:
1. O -0.07
2. H 0.03
3. H 0.08
4. O -0.10
5. H 0.04
6. H 0.07
7. O -0.09
8. H 0.02